No. 1
ORCA calculation (wB97M-V/def2-TZVPD) on a 2-piece molecular cluster, C6H10NOS overall at a distorted geometry.

E_tot = -762.33229 Eh
energy relative to the best compared isomer or geometry (same formula, charge and spin) = 132.66 kcal/mol
total charge = +1
E_LUMO (alpha / beta) = -4.2 / -4.2 eV
HOMO-LUMO gap (alpha / beta) = 7.844 / 7.844 eV

Geometry (Å):
C1 -1.543 1.017 -1.022
C2 -0.806 1.946 -0.148
C3 0.077 -1.601 2.306
C4 1.890 -0.528 -1.266
C5 -0.512 -1.670 1.000
C6 0.724 -0.029 -0.527
N1 -0.081 1.051 -1.052
O1 -1.148 -0.951 1.906
S1 2.246 0.415 0.257
H1 -1.970 0.127 -0.581
H2 -2.054 1.383 -1.900
H3 -0.771 3.001 -0.379
H4 -0.714 1.710 0.903
H5 -0.044 -2.421 3.003
H6 0.917 -0.935 2.469
H7 2.130 -1.581 -1.208
H8 2.212 -0.052 -2.189
H9 -0.899 -2.380 0.300
H10 0.345 1.498 -1.871

Results of the natural (NBO) charge analysis, in e, for atoms 1 through 2: C -0.205; C -0.211


No. 2
ORCA calculation (wB97M-V/def2-TZVPD) on a 2-piece molecular cluster, C6H10O overall at a distorted geometry.

E_tot = -309.75091 Eh
energy relative to the best compared isomer or geometry (same formula, charge and spin) = 23.37 kcal/mol
total charge = -1
E_LUMO (alpha / beta) = 4.1 / 4.0 eV
HOMO-LUMO gap (alpha / beta) = 4.190 / 7.082 eV
2S+1 = 2
expectation value of S² = 0.7863

Geometry (Å):
C1 -1.949 0.300 1.033
C2 -1.501 1.622 1.280
C3 0.356 -0.598 0.580
C4 -0.990 -0.593 0.409
C5 2.630 -1.285 -0.032
C6 1.320 -1.176 -0.340
H1 -2.786 -0.090 1.603
H2 -2.239 2.374 1.552
H3 -0.589 1.918 0.775
H4 0.830 -0.140 1.447
H5 -1.440 -1.283 -0.320
H6 2.823 -0.919 0.985
H7 3.502 -1.585 -0.590
H8 0.955 -1.194 -1.369
H9 -0.394 0.675 -2.834
H10 -0.596 1.226 -1.512
O1 0.088 1.198 -2.194

Results of the natural (NBO) charge analysis, in e, for atoms 1 through 2: C -0.292; C -0.624


Number 2 is which compound?
C6H10O


The lowest E_tot belongs to which entry?
C6H10NOS


Number 1 is which compound?
C6H10NOS


Please write out number 2 again, unchanged.
ORCA calculation (wB97M-V/def2-TZVPD) on a 2-piece molecular cluster, C6H10O overall at a distorted geometry.

E_tot = -309.75091 Eh
energy relative to the best compared isomer or geometry (same formula, charge and spin) = 23.37 kcal/mol
total charge = -1
E_LUMO (alpha / beta) = 4.1 / 4.0 eV
HOMO-LUMO gap (alpha / beta) = 4.190 / 7.082 eV
2S+1 = 2
expectation value of S² = 0.7863

Geometry (Å):
C1 -1.949 0.300 1.033
C2 -1.501 1.622 1.280
C3 0.356 -0.598 0.580
C4 -0.990 -0.593 0.409
C5 2.630 -1.285 -0.032
C6 1.320 -1.176 -0.340
H1 -2.786 -0.090 1.603
H2 -2.239 2.374 1.552
H3 -0.589 1.918 0.775
H4 0.830 -0.140 1.447
H5 -1.440 -1.283 -0.320
H6 2.823 -0.919 0.985
H7 3.502 -1.585 -0.590
H8 0.955 -1.194 -1.369
H9 -0.394 0.675 -2.834
H10 -0.596 1.226 -1.512
O1 0.088 1.198 -2.194

Results of the natural (NBO) charge analysis, in e, for atoms 1 through 2: C -0.292; C -0.624